[1]
ORCA calculation (wB97M-V/def2-TZVPD) on a structure of composition C52H48N6OPtSb2 at a distorted geometry.

Properties
**E_tot**: -82007.603 eV
**Molecular weight**: 1211.60 g mol⁻¹
**Orbital gap (alpha / beta)**: 5.64 / 4.19 eV

```
110
Properties=species:S:1:pos:R:3:forces:R:3:lowdin_charge:R:1
Pt -0.422537 0.247307 0.337949 -0.7225 -1.3666 -0.1308 0.7197
C -2.883984 -6.341576 -0.280262 0.0064 -0.0142 0.0212 -0.0376
C -2.493702 -6.139861 1.159508 0.0219 -0.0110 -0.0639 -0.2099
C -2.613683 -7.163614 2.090293 0.0053 -0.0233 0.0138 -0.0439
C -2.251592 -6.987411 3.419155 -0.0059 0.0285 -0.0609 -0.0850
C -1.781178 -5.752678 3.835007 0.0169 0.0127 -0.0008 -0.0832
C -1.669509 -4.706548 2.930189 -0.0615 0.0181 0.0117 -0.0332
C -2.004963 -4.900859 1.592844 0.0271 -0.0269 0.0229 -0.1919
N -1.921901 -3.867377 0.630497 0.1165 0.2932 -0.0890 0.1495
C -1.152321 -2.718670 0.695397 0.2089 -0.5245 0.3270 -0.3504
N 0.060606 -2.895488 1.275607 0.0250 0.1916 -0.0459 0.1411
C 0.936039 -1.960570 1.906041 -0.3598 -0.2772 -0.1909 -0.2067
C 0.795912 -0.584453 1.748770 -0.1766 0.7402 0.1220 -0.2541
C 1.635185 0.215797 2.534849 -0.0917 0.1403 0.0495 -0.1724
C 2.590876 -0.313157 3.386341 -0.0638 -0.1199 -0.0054 -0.1110
C 2.756916 -1.691565 3.446811 -0.0070 0.0537 -0.0572 -0.0611
C 1.938647 -2.533703 2.709440 0.0298 0.0088 0.0522 -0.2177
C 2.130093 -4.029500 2.789412 -0.0274 0.0187 0.0053 -0.0423
N -1.558952 -1.604192 0.179393 1.0469 1.0422 0.1971 0.0073
C -2.860971 -1.564610 -0.388863 -0.3279 0.1953 -0.2622 -0.2858
C -3.925138 -1.066152 0.355581 0.0156 -0.0235 0.0383 -0.0100
C -5.205865 -1.056688 -0.174082 0.0295 -0.0416 0.0049 -0.0745
C -5.426961 -1.544460 -1.456444 0.1107 -0.0425 0.0602 -0.0852
C -4.357308 -2.005090 -2.209572 -0.0227 -0.0210 0.0475 -0.0509
C -3.058941 -2.009518 -1.700903 0.0972 0.0157 -0.0133 -0.2439
C -1.888374 -2.453025 -2.539588 -0.0310 0.0087 0.0090 -0.0228
H -3.132176 -7.384960 -0.468874 0.0047 0.0205 0.0118 0.0790
H -2.073276 -6.054281 -0.953986 -0.0097 -0.0066 0.0177 0.0825
H -3.760131 -5.743974 -0.553929 0.0210 -0.0044 0.0228 0.0872
H -2.991703 -8.124293 1.758942 0.0095 0.0246 0.0086 0.1118
H -2.346452 -7.804334 4.122231 0.0028 0.0108 -0.0128 0.1026
H -1.513438 -5.588645 4.871086 -0.0089 -0.0004 -0.0134 0.1060
H -1.346427 -3.732189 3.273557 0.0108 0.0050 -0.0095 0.1193
H -2.684490 -3.818101 -0.027264 -0.0584 0.0544 0.0086 0.1212
H 0.238299 -3.854925 1.519304 0.0230 -0.0280 -0.0141 0.1029
H 1.538699 1.294885 2.459094 0.0246 -0.0801 0.0048 0.0605
H 3.217023 0.338645 3.985129 -0.0234 -0.0093 -0.0540 0.1043
H 3.529761 -2.124238 4.072606 -0.0382 0.0144 -0.0060 0.1081
H 3.051104 -4.261762 3.321659 -0.0150 0.0175 -0.0008 0.0798
H 2.205490 -4.487667 1.798742 0.0295 0.0151 0.0080 0.0873
H 1.314537 -4.528189 3.322808 -0.0155 0.0236 -0.0228 0.0748
H -3.726493 -0.693430 1.353521 -0.0298 0.0234 -0.0212 0.1189
H -6.029220 -0.670609 0.413892 0.0404 0.0098 -0.0240 0.1068
H -6.425409 -1.547511 -1.875700 0.0281 0.0166 0.0064 0.1051
H -4.521632 -2.351023 -3.224796 0.0186 0.0244 0.0334 0.1163
H -2.162056 -2.487021 -3.594057 0.0052 0.0044 0.0339 0.0844
H -1.530559 -3.446840 -2.253895 -0.0101 -0.0037 0.0101 0.0741
H -1.046800 -1.767603 -2.418061 -0.0282 0.0327 -0.0333 0.0771
C -0.629745 3.772031 -4.159322 0.2847 0.1014 -0.0641 -0.1388
C 1.014464 4.738604 -2.310932 -0.0099 -0.2581 -0.0265 -0.4401
C 1.042430 4.460594 -0.783018 0.1533 -0.1063 0.1707 -0.2676
Sb -0.196814 2.977908 0.280843 -0.8339 -0.2244 -1.0202 1.5241
C -2.002481 2.675732 -0.852852 0.2849 -0.3507 -0.3127 -0.3567
C -3.215098 3.192249 -0.515431 -0.6680 -0.1940 -0.4025 -0.1508
C -4.417377 2.752910 -1.127220 -0.0643 0.0259 -0.0130 -0.1151
C -4.377731 1.743253 -2.110104 -0.0739 0.6904 0.7276 -0.1168
C -3.206191 1.162343 -2.477789 0.8345 0.0000 0.0208 -0.0763
C -1.917366 1.537932 -1.846370 -1.2709 1.1548 -0.1098 -0.3681
C -1.012873 4.452668 1.612736 0.3035 -0.1505 0.4037 -0.3775
C -1.547408 5.650991 1.132818 0.0750 -0.0770 -0.0683 -0.1459
C -2.000501 6.628276 2.009023 0.0298 -0.1061 0.0552 -0.0818
C -1.914563 6.423833 3.382509 0.0168 -0.0078 -0.0608 -0.0906
C -1.384182 5.240285 3.872402 -0.0171 -0.0283 -0.0445 -0.0902
C -0.936812 4.260932 2.990385 -0.0919 0.0070 -0.0026 -0.1320
Sb 1.908285 2.045886 -3.442979 -0.1642 -0.0508 -0.1070 1.5713
C 3.317582 1.515360 -1.936740 0.0704 0.0275 0.0893 -0.4019
C 3.005949 0.858734 -0.746620 0.1763 0.0308 -0.1302 -0.1251
C 4.005417 0.602891 0.185098 0.0057 -0.0702 0.0189 -0.0673
C 5.313109 1.000138 -0.062282 -0.0003 0.0196 -0.0521 -0.0821
C 5.633467 1.648044 -1.248965 -0.0592 -0.0248 0.0154 -0.0940
C 4.637969 1.898952 -2.185318 -0.0154 -0.0708 0.1389 -0.1641
C -0.338043 4.427068 -5.465382 -0.0676 -0.0049 0.2232 -0.1588
C 0.002430 3.693039 -6.604481 0.0424 0.0006 0.0125 -0.0388
C 0.334163 4.326076 -7.791674 -0.0123 0.0192 0.0245 -0.0718
C 0.346451 5.710265 -7.868821 0.0082 0.0113 -0.0071 -0.0871
C 0.027913 6.456128 -6.743660 -0.0092 -0.0506 0.0228 -0.0770
C -0.302427 5.820544 -5.557547 -0.0783 0.0680 -0.0554 -0.0247
H -0.863685 5.532629 -3.056523 0.0752 0.0208 0.0503 0.1139
H -1.020731 4.094175 -2.127867 -0.1481 -0.0166 0.0019 0.0560
H 1.260188 5.799603 -2.407445 0.0683 0.0587 0.0074 0.1272
H 2.946444 4.207647 -2.629928 0.0233 0.0749 -0.0453 0.0327
H 0.800247 5.381114 -0.246598 -0.0104 -0.0312 0.0264 0.0431
H 2.062158 4.191788 -0.492937 0.0308 0.0776 -0.0075 0.0463
H -3.275555 3.953853 0.252255 -0.0581 0.0162 0.0334 0.0809
H -5.362357 3.196451 -0.842390 0.0399 -0.0064 0.0377 0.0762
H -5.298028 1.420754 -2.582541 -0.0135 0.0179 -0.0114 0.1035
H -3.179026 0.395183 -3.240700 0.0497 0.0167 0.0306 0.0961
H -1.532070 0.623449 -1.242248 0.7020 -0.6637 0.4585 0.0425
H -1.620166 5.825825 0.063448 0.0136 -0.0153 0.0158 0.1032
H -2.419931 7.549278 1.622473 0.0138 -0.0288 -0.0047 0.1034
H -2.258152 7.189201 4.067147 -0.0062 -0.0127 -0.0130 0.1009
H -1.316873 5.076729 4.940993 0.0029 -0.0026 -0.0183 0.1015
H -0.534206 3.334136 3.386108 0.0128 0.0290 0.0083 0.0887
H 1.988514 0.541554 -0.536477 0.0591 0.0290 -0.0587 0.0333
H 3.753844 0.089135 1.106512 0.0622 0.0453 -0.1144 0.0828
H 6.086016 0.797292 0.668757 -0.0023 0.0034 -0.0086 0.1018
H 6.654221 1.949643 -1.448436 -0.0049 0.0018 0.0071 0.1007
H 4.906684 2.397042 -3.114703 -0.0151 -0.0107 0.0241 0.0907
H 0.036067 2.615563 -6.571703 0.0006 -0.0908 0.0497 0.0947
H 0.596136 3.729987 -8.656215 -0.0030 -0.0008 0.0036 0.1053
H 0.615523 6.203691 -8.793841 -0.0138 -0.0010 0.0003 0.1014
H 0.040593 7.537741 -6.785037 -0.0021 -0.0073 0.0003 0.1028
H -0.545407 6.429263 -4.698032 0.0145 0.0064 -0.0377 0.1028
O 0.326359 1.923308 -2.222013 0.5199 0.2001 0.0871 -0.5432
N -0.887505 1.666920 -2.887492 0.1054 -0.4998 -0.1297 -0.1292
C -1.085568 2.505300 -4.032188 -0.3437 -0.2656 -0.0755 -0.2303
C -0.408436 4.555079 -2.889821 0.0290 0.0032 -0.0265 -0.1117
N 2.052966 4.041072 -3.082394 -0.0801 0.0618 0.0293 -0.2278
C -1.723644 1.777632 -5.116174 0.1364 0.1927 0.2678 -0.1757
N -2.275310 1.180480 -5.929347 0.0518 -0.0235 -0.0514 0.1768
```
Forces are in eV/Å.

[2]
ORCA calculation (wB97M-V/def2-TZVPD) on a structure of composition C52H49ClMnN4O7PS2SeTe at a distorted geometry.

Properties
**Multiplicity**: 5
**E_tot**: -222458.526 eV
**Molecular weight**: 1234.04 g mol⁻¹
**Orbital gap (alpha / beta)**: 6.13 / 6.19 eV
**Net charge**: -2

```
119
Properties=species:S:1:pos:R:3:forces:R:3:lowdin_spin:R:1
Mn -0.912526 -0.610841 0.015679 0.8498 -0.3305 -0.6614 3.9743
O -1.014422 -1.482954 3.507895 0.2193 -0.2108 0.0077 0.0016
S -2.247297 -1.083239 2.881606 -0.1499 0.3078 0.1520 0.0089
O -3.148598 -0.383956 3.769912 -0.3010 -0.1845 -0.0959 0.0034
O -2.074293 -0.302597 1.621567 -0.1392 -0.3075 0.3373 0.0525
C -3.150819 -2.571796 2.388121 -0.3358 0.1910 0.1581 0.0012
C -3.740773 -3.200190 3.487458 0.1950 0.2052 -0.2289 0.0002
C -4.639469 -4.235300 3.319884 0.0184 -0.0335 0.1840 0.0003
C -4.965133 -4.641761 2.042319 -0.0424 -0.0450 -0.2495 -0.0002
C -4.357606 -4.042245 0.948562 -0.2146 -0.1561 -0.0342 -0.0001
C -3.444681 -3.004312 1.082629 0.7552 -0.1618 0.2120 -0.0013
P -2.563194 -2.381229 -0.432930 -0.9142 0.1357 -0.3865 -0.0080
C -2.466583 -3.712701 -1.717345 0.1545 -0.0166 0.2950 -0.0014
C -1.220998 -4.101407 -2.203623 0.1176 -0.0232 -0.0973 -0.0001
C -1.111226 -5.127128 -3.137938 0.0040 0.1530 0.0605 0.0000
C -2.245344 -5.776808 -3.598871 -0.0297 0.0075 0.0098 -0.0003
C -3.495877 -5.355428 -3.169412 -0.0202 0.0944 0.0577 -0.0001
C -3.601650 -4.317200 -2.250531 -0.1093 -0.0858 -0.1029 -0.0006
C -3.973084 -1.429332 -1.194630 -0.0133 -0.0123 0.2242 0.0014
C -4.893524 -0.775682 -0.377303 -0.0136 -0.0320 -0.0343 -0.0003
C -5.880673 0.035398 -0.924049 0.0345 -0.0334 0.0465 0.0000
C -5.969909 0.194894 -2.297264 -0.0013 -0.0305 -0.0503 -0.0002
C -5.050005 -0.439456 -3.121418 0.0741 -0.0022 0.0370 0.0004
C -4.051001 -1.230747 -2.573412 -0.0350 0.0488 0.0445 0.0002
H -3.495096 -2.830983 4.474940 -0.0424 -0.0037 -0.0161 0.0000
H -5.095750 -4.708823 4.181989 0.0280 0.0258 -0.0134 0.0000
H -5.693710 -5.428098 1.884809 0.0387 -0.0324 -0.0178 0.0000
H -4.612976 -4.402339 -0.035892 0.0270 -0.0244 0.0152 0.0000
H -0.338590 -3.588583 -1.852417 -0.0234 -0.0783 0.0645 0.0000
H -0.130282 -5.418311 -3.494288 -0.0046 0.0241 0.0230 0.0000
H -2.158585 -6.597160 -4.302173 -0.0038 0.0209 -0.0173 0.0000
H -4.393836 -5.822934 -3.555445 -0.0042 0.0036 0.0055 0.0000
H -4.584641 -3.949557 -1.985467 -0.0058 -0.0468 0.0236 0.0000
H -4.834102 -0.892975 0.697577 -0.0057 0.0574 0.0150 0.0000
H -6.572409 0.552138 -0.268990 0.0044 -0.0280 -0.0012 0.0000
H -6.739658 0.826125 -2.725776 0.0356 0.0079 0.0081 0.0000
H -5.089038 -0.294182 -4.193708 0.0233 0.0219 0.0141 0.0001
H -3.317989 -1.688425 -3.225803 0.0026 -0.0036 -0.0263 0.0000
C 3.682628 -4.919817 -2.950490 0.0023 0.1336 -0.0030 0.0000
C 4.298354 -3.555882 -2.795757 -0.0490 -0.0299 0.0219 0.0000
C 5.621703 -3.398691 -2.424938 0.1079 0.0110 0.0246 0.0000
C 6.168504 -2.131406 -2.266759 0.1158 -0.0866 0.0423 0.0000
Cl 7.856650 -1.974374 -1.796309 -0.1709 -0.0258 -0.0468 0.0000
C 5.406996 -1.002498 -2.465609 0.0015 0.0546 0.0137 0.0000
C 4.072445 -1.135764 -2.833448 -0.0472 -0.0440 0.0358 0.0000
C 3.522620 -2.403373 -3.001075 -0.0643 0.0857 -0.0885 0.0000
O 2.238223 -2.627518 -3.381259 -0.1067 0.0905 0.1594 0.0001
C 1.415610 -1.494659 -3.700050 0.0257 -0.1504 -0.0686 0.0014
C 0.986095 -0.638844 -2.490407 -0.1760 0.1186 0.0975 0.0047
O 1.361721 0.526571 -2.449251 0.1204 0.0485 0.0428 0.0047
O 0.229934 -1.256211 -1.665061 0.0021 -0.3996 0.0785 0.0325
H 4.454602 -5.690779 -2.943525 -0.0342 0.0180 0.0159 0.0000
H 3.116316 -4.985427 -3.881715 0.0319 -0.0098 0.0335 0.0000
H 2.984839 -5.109011 -2.131994 -0.0289 -0.0015 0.0140 0.0000
H 6.234194 -4.275455 -2.251176 0.0062 0.0328 -0.0070 0.0000
H 5.834602 -0.017630 -2.326494 -0.0041 -0.0428 0.0030 0.0000
H 3.461544 -0.249310 -2.945858 -0.0265 -0.0162 -0.0290 0.0000
H 0.521066 -1.930296 -4.141566 -0.0188 0.0019 -0.0248 0.0001
H 1.916660 -0.859357 -4.431244 0.0748 0.0015 -0.0072 0.0002
N 2.082251 -3.158857 0.080508 0.1679 0.0899 -0.0413 0.0010
C 1.137812 -3.112352 1.136568 -0.2693 -1.0183 -0.0246 0.0002
N 1.752469 -3.465038 2.370756 0.0612 0.2700 -0.1527 0.0009
S -0.336487 -4.093658 0.866597 -0.0339 0.2552 -0.0431 -0.0166
H 2.902645 -2.589674 0.272691 -0.0281 0.0297 -0.0485 0.0001
H 1.646188 -2.840221 -0.778340 -0.0149 -0.0198 -0.0242 0.0001
H 2.669434 -3.050482 2.481377 -0.0745 0.0722 0.0336 0.0000
H 1.136852 -3.214077 3.134604 -0.0375 -0.0810 0.0076 0.0000
C 1.418200 9.548664 0.438538 0.0138 -0.0747 -0.0120 0.0000
C 1.267461 8.047612 0.412716 -0.0055 -0.0168 0.0610 0.0000
C 0.801109 7.389697 -0.713346 -0.0255 -0.0455 0.0034 -0.0002
C 0.670472 5.998310 -0.755748 -0.0222 -0.1317 -0.2067 -0.0005
C 0.106269 5.373326 -2.017576 0.0671 0.1422 0.1675 0.0002
C 1.032913 5.225185 0.357747 0.1830 -0.0509 -0.0019 -0.0037
Te 1.002103 3.029518 0.238887 -0.0727 0.8792 0.0449 -0.0047
N 0.592363 0.468083 0.512250 0.0969 -0.3056 0.4048 -0.1729
C 1.241542 -0.466810 1.057743 0.2354 -0.2473 0.2727 0.0132
O 0.538612 -1.643988 1.225461 0.7066 0.6153 0.1546 0.0276
C 2.662166 -0.315478 1.510063 -0.5254 0.0461 -0.1166 -0.0041
C 3.092192 -0.716587 2.765640 0.1774 0.1227 0.3994 0.0007
C 4.414560 -0.515999 3.148568 -0.2074 -0.0488 -0.0282 -0.0006
C 5.305043 0.098915 2.277026 0.0118 -0.0166 0.1379 0.0014
C 4.860072 0.551464 1.047541 -0.1528 0.0308 -0.2092 -0.0001
C 3.535012 0.354386 0.668236 0.3820 -0.0550 -0.3288 0.0018
C -0.556785 3.021535 1.676582 -0.2651 -0.1811 -0.0653 0.0003
C -1.758816 3.610610 1.268011 0.1404 -0.0158 0.0679 0.0000
C -2.879379 3.592031 2.080149 0.0523 -0.0252 0.1179 0.0001
C -2.819388 2.952992 3.313985 0.0738 0.0018 -0.0441 0.0000
C -1.633661 2.368012 3.722576 0.0624 0.1574 -0.0226 0.0001
C -0.484097 2.399008 2.925408 0.0767 0.0259 0.0725 -0.0001
C 0.769120 1.754752 3.469974 -0.2102 -0.0580 -0.0821 0.0007
C 1.493895 5.890591 1.510672 0.0412 -0.0600 0.0747 -0.0003
C 1.863308 5.137594 2.767607 -0.0646 0.0540 -0.1525 -0.0003
C 1.602439 7.279662 1.522777 -0.0715 -0.0279 -0.0809 -0.0001
H 0.954571 10.003315 -0.438440 0.0028 -0.0027 0.0196 0.0000
H 2.472435 9.838864 0.447457 -0.0080 0.0079 0.0017 0.0000
H 0.954260 9.975917 1.330201 -0.0007 0.0092 -0.0099 0.0000
H 0.529586 7.970004 -1.592098 -0.0134 -0.0274 0.0241 0.0000
H 0.176452 6.066002 -2.859604 0.0115 0.0046 0.0372 0.0000
H -0.948747 5.116331 -1.889096 0.0431 -0.0505 0.0049 0.0002
H 0.608400 4.445721 -2.281515 -0.0037 0.0069 -0.0459 0.0001
H 2.373612 -1.124857 3.464405 0.0451 -0.0687 -0.0296 0.0000
H 4.740509 -0.827749 4.133566 0.0040 -0.0011 -0.0111 -0.0001
H 6.339576 0.239932 2.566655 -0.0118 0.0124 0.0080 0.0001
H 5.543667 1.063048 0.379039 -0.0489 -0.0454 0.0023 0.0000
H 3.171492 0.684409 -0.298788 0.0044 0.0246 0.0306 0.0001
H -1.809202 4.082510 0.294058 -0.0258 -0.0413 -0.0275 0.0000
H -3.799669 4.054667 1.743523 0.0004 -0.0346 -0.0271 0.0000
H -3.699947 2.885921 3.943466 0.0473 -0.0143 -0.0299 0.0000
H -1.589668 1.851102 4.675337 -0.0229 -0.0118 -0.0480 0.0000
H 1.043502 2.207107 4.427082 -0.0136 -0.0063 0.0194 0.0001
H 1.607367 1.861598 2.784204 -0.0049 0.0255 0.0232 0.0002
H 0.589678 0.687554 3.640503 0.0104 0.0743 -0.0157 0.0002
H 2.452307 4.250318 2.530834 0.0040 0.0074 0.0204 -0.0002
H 0.963634 4.791141 3.283304 0.0200 -0.0214 -0.0196 0.0000
H 2.428298 5.775258 3.450277 -0.0050 0.0049 -0.0024 0.0000
H 1.961560 7.774433 2.422175 -0.0031 -0.0203 -0.0061 0.0000
Se -2.479406 2.526129 -3.404957 0.0372 -0.1086 0.1897 0.0253
C -2.044146 1.468791 -2.015954 -0.1169 0.2411 -0.2730 0.0319
N -1.777963 0.773663 -1.124158 -0.3552 0.5107 -0.4400 0.0224
```
Forces are in eV/Å.

- Among the records above, which one has the highest E_tot?
  C52H48N6OPtSb2

- What is the formula in the first record?
  C52H48N6OPtSb2